# 1
Entry from the Open Molecules 2025 dataset: C17H16F2N4O5S3 as an isolated structure at a distorted geometry (wB97M-V/def2-TZVPD).

Each line ends with the Mulliken charge.
Atoms and positions in Å:
O 1.44559 2.23042 0.20868  -0.627
O 3.27955 5.58215 3.76046  -0.663
O 3.79793 3.64069 2.63079  -0.577
O 4.73139 0.22435 1.68777  -0.669
O 4.29829 -1.18278 -0.34225  -0.644
F -7.46777 -5.32207 -1.54224  -0.244
F -3.78718 -4.89847 -4.00879  -0.269
N 0.23865 -1.45729 0.22212  -0.690
N -5.62529 -4.94335 -2.80135  -0.550
S 1.24424 -0.22850 -1.78697  -0.191
C 1.81157 1.47070 1.11637  -0.006
C 1.28082 -0.67925 -0.07830  0.490
C -6.36778 -4.55151 -1.76452  0.149
C -4.43857 -4.45791 -2.90577  0.363
C -5.87903 -3.60140 -0.90703  -0.482
C -0.66715 -1.73922 -3.46111  -0.946
C -4.52961 -3.03518 -1.04219  -0.499
C -1.83791 -2.46958 -3.41734  -0.575
C -1.62970 -2.60407 -1.09484  -0.340
C -0.49489 -1.73516 -0.96483  -0.382
C -0.05531 -1.29538 -2.23731  0.643
C -3.78141 -3.52795 -2.11286  0.425
C -2.41117 -2.85785 -2.21326  0.450
N 1.37370 1.73661 2.46491  -0.022
N 2.32279 5.26560 1.43707  -0.650
C 0.59088 2.86861 2.80207  -1.075
C 1.28270 3.93713 3.71644  -0.645
C 4.13519 1.43329 -0.63535  -0.902
C 2.21069 0.03137 0.88587  0.241
S 2.72232 4.57466 2.92150  1.113
S 3.91064 0.00382 0.42524  1.339
H -6.51493 -3.30098 -0.06370  0.362
H -0.26367 -1.46994 -4.41213  0.440
H -4.28890 -2.34072 -0.28127  0.487
H -2.34111 -2.74491 -4.24102  0.652
H -2.16081 -2.91302 -0.12900  0.395
H 1.66300 1.18678 3.33422  0.314
H 2.09974 4.44964 0.83307  0.364
H 3.17101 5.76850 1.13596  0.329
H 0.18361 3.29852 1.90693  0.446
H -0.30108 2.54139 3.30422  0.432
H 1.61329 3.68074 4.70584  0.428
H 0.64968 4.76656 3.78951  0.401
H 4.10896 2.35560 -0.04409  0.281
H 3.42725 1.49756 -1.45321  0.356
H 5.15286 1.33285 -1.18429  0.356
H 2.09696 -0.52109 1.83599  0.391

Its spin multiplicity is 1. As for the LUMO energy: -0.59 eV.

***

# 2
Entry from the Open Molecules 2025 dataset: a 2-piece molecular cluster, CH2NO4S overall at a distorted geometry (wB97M-V/def2-TZVPD).

Each line ends with the Mulliken charge.
Atoms and positions in Å:
C -1.63059 1.13761 0.26589  0.726
N -0.43800 1.04796 0.13460  -0.584
O 1.89819 0.23208 -0.81198  -0.569
O -2.81514 1.15700 0.35173  -0.602
O 0.01093 -1.46711 -0.67452  -0.691
O 1.39884 -0.69510 1.40367  -0.477
S 1.43234 0.49218 0.54377  0.529
H 0.84666 -1.06775 -0.61559  0.384
H -0.70322 -0.83686 -0.59757  0.285

Its spin multiplicity is 1. As for the LUMO energy: 3.71 eV. The energy above the lowest of the compared OMol25 structures with the same formula, charge and spin is 0.8872 eV. Its charge is -1.

***

# 3
Entry from the Open Molecules 2025 dataset: C4H6OS as an isolated structure at a distorted geometry (wB97M-V/def2-TZVPD).

Each line ends with the Mulliken charge.
Atoms and positions in Å:
C -1.45296 0.82545 0.03896  -0.509
C 0.55509 0.25377 -0.45518  0.073
C 1.60337 -0.46455 -0.05549  -0.240
C 0.28194 -0.85753 0.40102  -0.343
H -2.14503 0.80646 0.92215  0.310
H -1.94600 1.26259 -0.81374  0.387
H 0.35064 0.38553 -1.51663  0.236
H 2.16751 -0.36805 0.80604  0.294
H 2.07699 -1.44004 -0.79817  0.191
H 0.08235 -0.62084 1.47919  0.184
O -0.14675 1.28274 0.12557  -0.408
S -1.42716 -1.06553 -0.13371  -0.175

Its spin multiplicity is 1. As for the LUMO energy: 0.84 eV. The energy above the lowest of the compared OMol25 structures with the same formula, charge and spin is 6.2973 eV.

***

# 4
Entry from the Open Molecules 2025 dataset: a 2-piece molecular cluster, C12H20Br2IN3O overall at a distorted geometry (wB97M-V/def2-TZVPD).

Each line ends with the Mulliken charge.
Atoms and positions in Å:
Br -4.05825 -1.91823 -0.64186  -0.088
C -3.84206 -1.64836 1.32784  0.171
C -3.29389 -0.38609 2.21987  -0.016
N -3.44069 -0.82116 3.66079  -0.245
I -2.97193 0.29614 5.32764  0.141
C -3.99376 -2.22101 3.81266  -0.089
N -4.22930 -2.67031 2.38741  -0.122
Br -4.97683 -4.36256 2.07149  0.059
H -2.92447 0.63374 1.76370  0.322
H -4.21984 -2.78808 4.81870  0.353
C 3.13505 -0.09929 0.44761  -1.658
C 1.91866 0.82339 0.21359  1.404
C 2.27700 1.90345 -0.84058  -1.241
C 2.41964 1.39537 -2.27125  -0.606
C 1.58155 0.15854 -2.57013  -1.396
C 0.36040 -0.04237 -1.63660  1.770
N 0.84509 -0.07796 -0.24527  0.361
O -0.16800 -0.27721 0.68098  -0.704
C -0.23845 -1.42934 -1.99594  -1.467
C -0.70766 1.03357 -1.93798  -1.510
C 1.66303 1.59612 1.53988  -1.720
H 2.92151 -0.84822 1.21713  0.381
H 4.01073 0.47120 0.78097  0.365
H 3.42330 -0.63777 -0.45980  0.332
H 1.50883 2.68662 -0.83175  0.326
H 3.20855 2.41652 -0.55830  0.531
H 2.14533 2.20445 -2.95973  0.321
H 3.47160 1.16923 -2.48140  0.336
H 1.26436 0.18826 -3.62084  0.521
H 2.23721 -0.71862 -2.49425  0.324
H 0.46497 -2.23639 -1.75735  0.427
H -0.46147 -1.49560 -3.06824  0.390
H -1.17383 -1.62780 -1.45933  0.015
H -1.01579 0.98471 -2.99070  0.375
H -0.35346 2.05253 -1.75610  0.316
H -1.61229 0.88921 -1.33773  0.228
H 2.54164 2.19246 1.81896  0.382
H 1.46551 0.92257 2.38078  0.338
H 0.81800 2.28831 1.44511  0.373

Its spin multiplicity is 1. As for the LUMO energy: -2.09 eV.

***

# 5
Entry from the Open Molecules 2025 dataset: C30H31N9OPtS as an isolated structure (wB97M-V/def2-TZVPD).

Each line ends with the Mulliken charge.
Atoms and positions in Å:
Pt -1.17601 0.10473 0.49496  2.147
C -3.90852 1.10363 -0.19428  -0.688
N -3.15412 -0.20048 -0.07815  -0.682
C -3.18493 -1.01197 -1.34009  -1.594
C -1.99896 -0.56732 -2.13535  0.808
N -0.94798 -0.00889 -1.53535  0.740
C -0.02564 0.32311 -2.53703  0.323
C 1.18853 1.00745 -2.52649  -0.569
C 1.83813 1.16310 -3.73351  -1.135
C 1.30424 0.66878 -4.93729  -0.612
C 0.08601 0.02325 -4.96767  -1.190
C -0.55973 -0.12934 -3.74609  0.726
N -1.80891 -0.67599 -3.44374  0.030
C -3.01393 2.23755 0.20557  -0.030
N -1.72195 2.03707 0.44163  0.437
C -1.14071 3.27497 0.74925  0.423
C 0.16319 3.66449 1.05495  -0.281
C 0.37112 5.00721 1.29574  -1.007
C -0.67176 5.94775 1.22986  -0.657
C -1.96106 5.57418 0.91533  -1.137
C -2.16806 4.21942 0.68071  0.467
N -3.32697 3.52114 0.33578  0.036
H -4.82370 1.05437 0.39707  0.640
H -4.20316 1.23528 -1.23682  0.450
H -3.53717 -0.76456 0.67805  0.449
H -4.11833 -0.84443 -1.87951  0.689
H -3.14001 -2.07199 -1.08577  0.350
H 1.59570 1.45975 -1.63022  0.523
H 2.77771 1.69795 -3.75992  0.502
H 1.84853 0.82219 -5.85894  0.468
H -0.35102 -0.32713 -5.89331  0.508
H -2.46049 -1.06528 -4.11357  0.286
H 0.99096 2.96855 1.05787  0.446
H 1.36824 5.35526 1.52902  0.484
H -0.45288 6.99044 1.41502  0.451
H -2.76231 6.29795 0.84829  0.486
H -4.24439 3.92942 0.20732  0.278
N 2.02659 0.76159 2.93649  0.044
C 2.82622 0.67736 1.82138  -1.266
C 2.00188 0.43388 0.76637  -0.700
N 0.71369 0.38016 1.23859  0.474
C 0.76135 0.57086 2.56019  -0.056
C -0.50095 0.49621 3.26317  0.217
N -1.54752 0.18906 2.50041  0.368
C -2.65620 0.12789 3.31513  -0.292
C -2.25089 0.39469 4.58656  -0.929
N -0.89744 0.62086 4.53225  -0.004
H 2.36523 0.92856 3.87600  0.216
H 3.89756 0.78025 1.86923  0.474
H 2.26770 0.25786 -0.26241  0.547
H -3.64572 -0.12756 2.97751  0.532
H -2.80291 0.42678 5.51186  0.428
H -0.32629 0.86258 5.33291  0.218
C 5.55594 -3.78940 -0.47376  -1.517
C 4.08451 -3.52898 -0.43606  0.649
C 3.42201 -3.30977 0.78165  -0.912
C 2.06049 -3.08771 0.82854  -0.582
C 1.34775 -3.07623 -0.37048  0.835
C 1.97574 -3.27490 -1.59989  -0.422
C 3.33850 -3.51171 -1.61823  -0.859
S -0.38960 -2.91518 -0.40768  0.479
C -0.95653 -4.41500 0.37780  -1.189
O -0.77748 -1.87448 0.73494  -0.644
H 6.04237 -3.50713 0.45707  0.393
H 6.02531 -3.25708 -1.30072  0.415
H 5.74111 -4.85392 -0.63759  0.340
H 3.98821 -3.35249 1.70370  0.471
H 1.55427 -2.95531 1.77758  0.455
H 1.41153 -3.26438 -2.52508  0.467
H 3.83417 -3.69219 -2.56355  0.479
H -0.61042 -4.42935 1.41022  0.371
H -0.50859 -5.23548 -0.18489  0.493
H -2.04125 -4.47199 0.31746  0.443

Its spin multiplicity is 1. As for the LUMO energy: -12.17 eV. The energy above the lowest of the compared OMol25 structures with the same formula, charge and spin is 0.1595 eV. Its charge is +4.